No. 1
# C6H14N2O2

2 unconnected molecules or ions with the total composition C6H14N2O2 (ωB97M-V/def2-TZVPD, the OMol25 dataset).

XYZ file:
```
24
Properties=species:S:1:pos:R:3:forces:R:3:mulliken_charge:R:1
C 3.20759 2.51253 3.13765 0.5 1.3 -1.0 -1.068
C 2.43462 1.56489 3.96343 -1.1 -1.8 0.8 -0.279
C 0.90692 1.89900 4.08785 1.2 -1.5 -0.6 0.395
N -0.03929 0.90296 3.88912 0.5 0.6 -0.1 -0.377
O 0.59117 3.02959 4.34619 -0.7 1.0 0.3 -0.568
H 2.98280 2.30253 2.07842 0.3 0.4 0.2 0.256
H 4.28868 2.36926 3.30297 -0.4 0.1 -0.2 0.359
H 2.95593 3.56550 3.34865 0.1 -0.4 -0.1 0.261
H 2.58793 0.58428 3.47318 -0.3 0.1 0.6 0.241
H 2.87247 1.50583 4.97844 -0.5 0.0 -0.3 0.316
H 0.17572 -0.01406 3.48992 -0.1 0.8 0.3 0.223
H -0.98412 1.28692 3.80901 0.4 -0.6 0.0 0.253
C 0.09126 3.82602 -0.39544 -0.3 0.7 1.3 -1.216
C -0.03606 3.50803 1.15717 -0.2 -0.9 -0.3 0.200
C -1.49075 3.10536 1.50824 -0.6 0.3 -1.2 0.390
N -2.02585 3.71636 2.61391 0.1 0.1 0.4 -0.356
O -2.19188 2.43172 0.75512 0.7 0.4 0.7 -0.645
H -0.23225 3.05051 -1.10995 0.0 0.1 0.8 0.284
H 1.12284 4.12616 -0.64518 -0.4 -0.1 0.2 0.363
H -0.56729 4.70381 -0.50690 0.3 -0.3 -0.5 0.328
H 0.62622 2.66656 1.43779 -0.3 0.4 -0.1 -0.099
H 0.20201 4.36008 1.82258 0.3 -0.3 -0.7 0.286
H -1.42321 4.06593 3.36302 -0.4 -0.1 -0.6 0.225
H -3.04303 3.77080 2.70828 0.8 -0.4 0.0 0.226
```
Forces are in eV/Å.

Results
**Total charge**: 0
**E_HOMO**: -9.607 eV
**F_max**: 2.3 eV Å⁻¹
**Relative energy (zero: lowest compared OMol25 entry of this formula, charge and spin)**: 40.1 kJ/mol
**SMILES string**: CCC(N)=O.CCC(N)=O

=====

No. 2
# C34H92O12

12 unconnected molecules or ions with the total composition C34H92O12 (ωB97M-V/def2-TZVPD, the OMol25 dataset).

XYZ file:
```
138
Properties=species:S:1:pos:R:3:forces:R:3:mulliken_charge:R:1
C -7.23643 34.33915 -13.89633 -0.2 0.0 -1.3 -1.050
C -5.96888 33.60023 -13.45626 -0.4 2.4 1.3 1.898
C -6.02592 32.15668 -13.58965 -1.0 -1.5 0.4 -0.517
O -4.90500 34.06352 -14.22228 0.6 1.1 -1.1 0.986
H -7.08655 35.39927 -14.10074 0.6 0.0 0.1 0.361
H -8.16030 34.33801 -13.31790 0.3 -0.7 0.5 0.058
H -7.46467 33.89562 -14.86550 -0.4 0.1 -0.3 -0.214
H -5.76557 33.93766 -12.43994 0.0 -0.4 0.4 -0.409
H -6.03647 31.86966 -14.64113 -0.1 0.0 -0.1 0.033
H -6.98111 31.90572 -13.12842 0.0 -0.8 0.0 -0.225
H -5.20375 31.64559 -13.08874 0.0 0.0 0.0 0.323
H -4.15769 34.22174 -13.64081 0.4 -0.3 0.0 -0.992
C -5.46284 33.71995 -7.66945 0.6 -0.3 0.3 -1.459
C -6.19447 34.89046 -8.28707 0.3 -2.0 0.0 0.886
C -5.89306 34.98430 -9.74985 0.6 1.3 -1.2 -0.668
O -7.57245 34.60924 -8.19074 -0.2 -0.1 0.7 -0.518
H -5.75863 33.60266 -6.62693 0.0 -0.2 0.0 0.404
H -4.38176 33.85385 -7.70738 0.1 0.4 0.2 0.411
H -5.58232 32.78467 -8.21633 -0.6 0.0 0.0 0.114
H -5.90568 35.76897 -7.71005 -0.1 0.4 -0.2 0.231
H -6.56592 34.40887 -10.38565 -0.3 -0.1 0.4 -0.087
H -4.89663 34.71143 -10.09736 0.3 0.0 0.4 0.132
H -6.02239 36.03739 -9.99959 -0.1 0.1 -0.6 0.310
H -8.02883 35.42762 -8.39951 -0.5 0.4 0.1 0.294
C -2.53784 26.18803 -14.46623 -0.6 0.4 1.0 -1.548
C -2.74720 27.68994 -14.74901 -0.3 -1.9 -0.3 0.691
C -3.76472 28.26890 -13.77827 0.0 1.0 -0.5 -1.001
O -1.49659 28.24877 -14.65863 1.4 0.7 0.7 -0.625
H -2.08159 26.08443 -13.48176 0.1 0.2 0.2 0.353
H -1.88042 25.62492 -15.12866 -0.4 0.3 -0.4 0.366
H -3.53265 25.76234 -14.33491 0.1 -0.5 -0.4 0.366
H -3.10131 27.75577 -15.77779 -0.3 0.2 -0.2 0.261
H -4.10630 29.26041 -14.07549 0.2 0.3 -0.5 0.007
H -3.27412 28.48762 -12.82981 -0.3 -0.8 0.4 0.338
H -4.68940 27.69178 -13.78291 0.2 -0.3 0.6 0.438
H -1.45134 29.05236 -15.18190 -0.1 0.3 -0.3 0.423
C -0.80477 35.17266 -12.95429 1.4 0.2 0.4 -1.460
C -2.13284 35.17337 -12.24415 -0.5 0.6 -1.2 0.532
C -3.02020 36.32397 -12.71558 -0.3 -0.3 0.6 -1.062
O -2.76812 33.95452 -12.57053 -0.6 -0.5 0.2 -0.604
H -0.26618 34.23268 -12.83406 0.2 0.0 0.8 0.408
H -0.21357 36.01204 -12.58820 0.4 -0.1 0.1 0.429
H -0.73928 35.22209 -14.04120 -1.1 0.5 -0.2 0.259
H -2.11654 35.21262 -11.15498 0.8 0.2 0.1 0.336
H -3.14131 36.33068 -13.79880 0.2 0.2 0.0 0.136
H -2.64445 37.26584 -12.31582 0.2 0.1 -0.4 0.504
H -4.00787 36.21084 -12.26859 -0.2 -0.1 0.0 0.153
H -2.27674 33.28709 -12.08610 -0.2 -0.5 -0.2 0.258
C -8.81220 30.18492 -15.18333 0.3 0.1 0.4 -0.651
C -9.82080 29.15179 -15.66804 0.1 -1.0 0.7 0.657
C -9.25693 27.72100 -15.59429 0.6 0.1 -0.7 -1.539
O -10.94593 29.07886 -14.81813 -0.4 0.3 0.5 -0.568
H -8.41382 29.95494 -14.19515 0.0 -0.5 0.1 0.277
H -9.23101 31.17807 -15.02098 -0.3 0.1 -0.5 -0.220
H -7.94003 30.26747 -15.83189 -0.1 0.1 -0.2 0.505
H -10.19745 29.40882 -16.65808 0.4 -0.1 -0.4 0.207
H -8.35053 27.62141 -16.19148 0.2 0.1 -0.1 0.359
H -9.91459 26.93239 -15.95992 -0.4 0.4 0.0 0.387
H -8.98794 27.43958 -14.57618 -0.1 0.3 0.1 0.333
H -11.23024 29.97382 -14.61857 -0.3 0.3 0.2 0.296
C -12.11254 33.67119 -11.98849 0.8 0.5 0.8 -1.142
C -11.17150 32.74373 -12.74450 0.0 0.7 0.6 0.380
C -10.10122 32.11329 -11.86143 0.0 -0.3 0.7 -0.583
O -11.99191 31.73888 -13.30781 0.3 -0.4 -0.6 -0.560
H -11.54554 34.46559 -11.50318 0.1 0.4 -0.4 -0.158
H -12.52979 33.18919 -11.10436 -0.4 -0.5 -0.2 0.466
H -12.89163 34.09405 -12.62277 0.1 -0.1 0.0 0.423
H -10.70832 33.34599 -13.52606 0.0 -0.4 -0.5 0.082
H -10.57437 31.76818 -10.94212 -0.2 -0.2 0.2 0.490
H -9.29125 32.74502 -11.49678 -0.1 0.5 -0.3 0.021
H -9.62935 31.23138 -12.29463 -0.1 0.1 -0.4 0.120
H -12.43403 31.36502 -12.54205 -0.3 -0.4 -0.1 0.410
C -3.63013 35.38956 -16.97623 1.3 1.7 0.1 -0.950
C -4.77760 34.66347 -17.53152 -1.7 0.0 -1.0 1.663
C -4.73711 34.51438 -19.10313 1.1 -0.3 1.2 -1.514
O -4.88422 33.46686 -16.82411 -0.2 -2.1 -1.4 -0.543
H -3.82588 35.82509 -15.99638 -0.2 -0.3 0.2 0.062
H -3.38774 36.26321 -17.58128 0.3 0.0 -0.2 0.535
H -2.75464 34.74701 -16.88267 0.0 0.0 -0.2 -0.037
H -5.70416 35.18741 -17.29683 -0.2 0.7 -0.2 -0.532
H -5.58057 34.00972 -19.57430 -0.1 0.1 0.3 0.271
H -3.82169 33.98586 -19.36912 0.0 -0.5 0.0 0.334
H -4.55421 35.48498 -19.56419 -0.5 0.2 0.2 0.406
H -4.93613 33.64966 -15.88310 0.1 0.3 0.6 0.128
C -9.03639 32.51867 -19.61395 0.0 -0.9 -0.4 -1.539
C -9.75222 32.41988 -18.24667 -0.1 1.9 -0.7 1.378
C -9.17510 33.33162 -17.18310 1.0 0.1 0.5 -0.475
O -11.10711 32.85500 -18.48422 0.1 -0.6 -0.3 -0.605
H -9.12901 33.42473 -20.21277 -0.4 0.5 0.7 0.366
H -9.43928 31.75783 -20.28246 -0.2 -0.2 0.1 0.412
H -7.96688 32.30836 -19.60974 0.1 -0.1 0.6 0.298
H -9.72672 31.40278 -17.85557 0.0 -0.2 -0.3 -0.423
H -8.08716 33.26865 -17.16059 0.2 -0.3 0.1 -0.057
H -9.52688 33.05102 -16.19031 -0.1 -0.1 0.1 -0.206
H -9.34786 34.40343 -17.28043 -0.5 0.0 -0.5 0.476
H -11.53685 32.95961 -17.63217 -0.1 0.0 0.1 0.325
C -6.92021 30.32210 -10.78157 -1.0 0.1 0.7 -0.425
C -7.14386 29.81090 -9.33998 -1.9 0.4 -1.0 0.136
C -8.60455 30.08038 -8.80812 1.3 1.5 -0.7 -0.887
O -7.04464 28.44129 -9.41322 1.1 -2.1 0.2 -0.538
H -5.98235 29.97009 -11.21122 0.1 0.4 0.3 0.302
H -7.07805 31.40058 -10.77254 0.7 0.2 -0.2 0.025
H -7.70343 29.97006 -11.45293 -0.2 -0.4 0.1 0.054
H -6.36121 30.22700 -8.70561 -0.1 0.3 0.3 0.328
H -9.37426 29.51978 -9.33856 0.4 -0.3 -0.1 0.275
H -8.74475 31.12979 -9.06731 -0.6 0.3 0.5 -0.068
H -8.72601 29.94370 -7.73357 0.2 0.0 0.0 0.452
H -6.88114 28.13773 -8.51727 -0.1 -0.4 0.0 0.361
C -0.79931 32.28233 -17.46397 0.5 -0.1 0.4 -1.356
C -1.10132 31.52184 -16.14088 1.3 2.5 -1.1 0.169
C -2.00460 32.25198 -15.20988 -0.7 0.5 1.0 0.050
O -1.58722 30.28495 -16.48224 -0.6 -1.5 -0.1 -0.584
H -0.59494 33.34420 -17.32698 0.0 0.0 0.2 0.368
H -1.58903 32.20820 -18.21160 -0.3 -0.1 0.2 0.249
H 0.09264 31.82430 -17.89145 0.0 0.0 -0.2 0.388
H -0.14801 31.39172 -15.62866 0.1 -0.3 -0.1 0.350
H -3.04869 32.26714 -15.52251 -0.1 -0.4 -0.1 -0.043
H -1.79920 33.31083 -15.05259 0.5 0.0 -0.2 -0.190
H -1.90508 31.79450 -14.22556 -0.4 -0.1 0.1 0.289
H -2.41462 30.47231 -16.93157 -0.3 -0.4 -0.2 0.344
C -9.58402 36.53756 -10.67511 -0.2 -0.3 -0.9 -0.868
C -10.19649 36.56291 -9.30772 0.4 0.7 0.2 0.311
C -10.81820 35.30137 -8.79784 -1.1 -1.0 0.0 -1.088
O -9.09376 36.91071 -8.49116 0.8 0.3 1.0 -0.648
H -10.32591 36.42058 -11.46505 0.0 0.0 0.0 0.417
H -8.87212 35.71713 -10.76551 0.0 -0.2 0.1 -0.162
H -9.00774 37.44482 -10.85643 -0.2 0.1 0.1 0.426
H -10.86177 37.41821 -9.18958 -0.6 -0.1 -0.4 0.331
H -10.99053 35.26362 -7.72221 0.3 0.5 0.2 0.425
H -10.25392 34.39193 -9.00423 0.2 0.1 -0.3 0.105
H -11.82498 35.17702 -9.19663 0.0 -0.1 -0.3 0.373
H -9.48078 37.17075 -7.65200 0.4 0.0 0.4 0.305
C -7.59316 37.56875 -16.27601 0.6 -0.2 -0.6 -0.282
O -8.92015 37.99892 -16.18179 -0.7 0.3 0.8 -0.549
H -7.00191 37.83659 -15.40034 -0.4 0.3 0.2 0.240
H -7.50065 36.48542 -16.35327 -0.1 -0.2 -0.2 -0.108
H -7.12978 38.04248 -17.14143 0.4 -0.1 -0.1 0.395
H -9.38390 37.86378 -17.01142 0.2 -0.1 0.0 0.303
```
Forces are in eV/Å.

Results
**Total charge**: 0
**E_HOMO**: -9.506 eV
**F_max**: 3.0 eV Å⁻¹
**Relative energy (zero: lowest compared OMol25 entry of this formula, charge and spin)**: 356.3 kJ/mol
**SMILES string**: CC(C)O.CC(C)O.CC(C)O.CC(C)O.CC(C)O.CC(C)O.CC(C)O.CC(C)O.CC(C)O.CC(C)O.CC(C)O.CO